<P>
C6H11N2OS | ωB97M-V/def2-TZVPD

Output
Frontier orbital gap, eV: 10.0
HOMO energy, eV: -13.6
2S+1: 1
Total charge: +1

```
21
Properties=species:S:1:pos:R:3:nbo_charge:R:1
C 0.2229 -1.9928 0.3006 0.863
C 1.7299 -0.5461 0.0947 -0.020
C -0.8268 0.0591 -0.4511 -0.234
C -0.0486 0.9331 0.5220 -0.238
C -1.8989 -2.3255 -0.6543 -0.407
C 2.1328 1.8892 -0.3787 -0.417
N -0.8622 -1.3875 -0.1377 -0.456
N 1.3830 0.7152 0.1457 -0.380
O 0.7066 -2.9160 0.8296 -0.465
S 3.3293 -0.9844 -0.0333 0.216
H -1.9026 0.4903 -0.5021 0.259
H -0.3196 0.1877 -1.4640 0.221
H -0.3580 2.0104 0.4267 0.252
H -0.1322 0.5933 1.5909 0.244
H -2.9122 -2.3952 -0.1766 0.251
H -1.9383 -1.9375 -1.6740 0.217
H -1.3310 -3.2657 -0.7528 0.235
H 1.3712 2.3940 -0.9778 0.220
H 2.9651 1.6016 -0.9960 0.232
H 2.4825 2.4859 0.3961 0.231
H 3.0316 -2.2975 -0.0765 0.175
```

***

<Q>
C6H11N2OS | ωB97M-V/def2-TZVPD

Output
Frontier orbital gap (spin up / spin down), eV: 7.9 / 7.9
HOMO energy (spin up / spin down), eV: -12.8 / -12.8
2S+1: 1
Total charge: +1

```
21
Properties=species:S:1:pos:R:3:nbo_charge:R:1
C -2.5791 -0.9892 0.1357 0.244
C -2.0266 1.2409 0.0032 0.593
C 0.5890 0.6881 0.4279 -0.127
C 2.0903 -1.0291 -0.6889 -0.621
C 2.7942 1.3685 -0.0764 -0.575
C 1.9427 0.0768 0.3444 -0.316
N -2.9783 0.3351 0.2380 -0.652
N -3.4419 -1.9115 0.1609 -0.726
O -1.9271 2.4055 0.2827 -0.472
S -0.6332 0.1890 -0.7052 0.514
H 0.2264 1.2268 1.2888 0.244
H 2.6277 -1.9915 -0.3207 0.250
H 2.6832 -0.6541 -1.5148 0.241
H 1.0320 -1.3741 -0.8105 0.209
H 2.4250 1.8066 -1.0247 0.223
H 3.8291 0.9570 -0.1636 0.245
H 2.6484 2.1516 0.5911 0.221
H 2.2358 -0.2394 1.3087 0.248
H -3.9275 0.5217 0.4374 0.420
H -3.1304 -2.9204 -0.0853 0.437
H -4.4797 -1.8585 0.1713 0.398
```

***

The most stable of them is <P>.

***

<P>
C6H9NS | ωB97M-V/def2-TZVPD

Output
Frontier orbital gap, eV: 9.4
SMILES string: C=C1SC[C@H]2C[C@]12N
HOMO energy, eV: -8.5
2S+1: 1

```
17
Properties=species:S:1:pos:R:3:nbo_charge:R:1
C -0.4078 0.3450 0.2303 0.013
C -1.7317 0.2147 -0.5706 -0.331
C -0.5600 -0.7583 -0.8262 -0.265
C 0.3135 -1.8329 -0.2680 -0.474
C 0.9934 0.7280 0.0397 -0.126
C 1.4711 1.9091 -0.2462 -0.418
H 0.0682 -0.7352 1.9044 0.358
H -0.7186 0.6664 2.1480 0.367
H -2.6275 -0.0061 0.0068 0.246
H -1.8589 0.8655 -1.4555 0.225
H -0.0496 -0.4503 -1.7343 0.212
H 0.0246 -2.2500 0.6881 0.220
H 0.6381 -2.6119 -0.9391 0.230
H 2.5143 2.1666 -0.2795 0.208
H 0.7750 2.7439 -0.3749 0.206
N -0.7097 -0.1423 1.5660 -0.831
S 1.8656 -0.8522 0.1108 0.161
```

***

<Q>
C6H9NS | ωB97M-V/def2-TZVPD

Output
Frontier orbital gap, eV: 7.5
SMILES string: C/C=C\C(=S)/C=C\N
HOMO energy, eV: -7.8
2S+1: 1

```
17
Properties=species:S:1:pos:R:3:nbo_charge:R:1
C 0.8282 1.6292 0.8499 -0.669
C 0.1343 1.6675 -0.4716 -0.138
C -0.8470 0.8603 -0.8935 -0.298
C -1.6171 -0.1026 -0.1136 -0.111
C -0.9428 -1.2464 0.5514 -0.409
C 0.1623 -1.9741 0.2102 0.081
H 1.8065 1.1842 0.7087 0.225
H 0.3130 1.1727 1.7162 0.234
H 1.1004 2.6525 1.2129 0.224
H 0.6439 2.2156 -1.2475 0.204
H -1.2057 0.9022 -1.9144 0.233
H -1.4138 -1.5831 1.4625 0.228
H 0.4558 -2.8504 0.8224 0.205
H 0.9608 -0.6778 -1.1368 0.405
H 1.8220 -2.1840 -0.9909 0.395
N 1.0666 -1.5935 -0.7239 -0.803
S -3.2674 -0.0723 -0.0419 -0.006
```

***

The most stable of them is <Q>.

***

<P>
C6H9NS | ωB97M-V/def2-TZVPD

Output
Frontier orbital gap, eV: 9.5
SMILES string: C=C1CN[C@@H]2C[C@@]12S
HOMO energy, eV: -8.9
2S+1: 1

```
17
Properties=species:S:1:pos:R:3:nbo_charge:R:1
C -0.7827 -0.2968 0.0930 -0.390
C -1.5464 -0.0159 1.3796 -0.352
C 0.0017 -0.1575 1.2835 -0.035
C 1.5622 -0.1865 -0.2848 -0.322
C 0.2948 0.4484 -0.6661 0.029
C 0.1893 1.3853 -1.6421 -0.453
H -2.2352 -1.4293 -1.3907 0.153
H -2.2058 -0.8673 1.4630 0.257
H -1.7570 1.1494 1.5886 0.247
H 0.3444 0.9818 1.1207 0.204
H 1.2743 -1.8416 0.9885 0.344
H 2.2719 0.6120 -0.2667 0.209
H 2.2021 -0.8481 -0.8657 0.237
H -0.9171 1.6329 -1.4440 0.215
H 0.9948 1.9951 -1.9781 0.217
N 1.3957 -0.7291 1.1663 -0.569
S -1.0871 -1.8329 -0.5449 0.010
```

***

<Q>
C6H9NS | ωB97M-V/def2-TZVPD

Output
Frontier orbital gap, eV: 8.8
SMILES string: C=C1CN[C@@H]2C[C@H]2S1
HOMO energy, eV: -8.0
2S+1: 1

```
17
Properties=species:S:1:pos:R:3:nbo_charge:R:1
C -0.5428 2.6632 0.8093 -0.480
C -0.2442 1.3040 0.4992 -0.160
C -0.7182 -0.0105 1.3197 -0.269
C -0.5517 -1.2625 -0.6395 -0.122
C 0.5826 -2.2662 -1.1323 -0.400
C 0.8179 -0.9877 -0.1945 -0.348
H -1.2604 2.9785 1.7477 0.222
H 0.3252 3.5835 0.6273 0.237
H -0.1072 -0.3187 2.0291 0.198
H -1.4541 0.5347 1.8834 0.212
H -2.3994 -0.9210 0.3202 0.360
H -0.8777 -0.3408 -1.0973 0.217
H 0.7887 -2.0539 -2.1376 0.239
H 0.6389 -3.2176 -0.5131 0.258
H 1.1207 -1.1439 0.8188 0.228
N -1.3509 -1.2144 0.5691 -0.610
S 1.0388 0.7974 -0.7271 0.219
```

***

<R>
C6H9NS | ωB97M-V/def2-TZVPD

Output
Frontier orbital gap, eV: 8.6
SMILES string: Cc1cc(S)[nH]c1C
HOMO energy, eV: -7.8
2S+1: 1

```
17
Properties=species:S:1:pos:R:3:nbo_charge:R:1
C 1.5828 -1.7306 -0.0673 -0.631
C 0.3663 -0.8259 -0.0778 -0.086
C -0.9550 -1.2846 -0.0507 -0.290
C -1.7470 -0.1527 0.0488 -0.033
C 0.3324 0.6514 -0.1709 0.139
C 1.2593 1.8415 -0.0883 -0.651
H 1.6020 -2.4794 -0.8638 0.219
H 2.5235 -0.9851 -0.2361 0.208
H 1.8804 -2.3179 0.9353 0.220
H -1.3679 -2.2820 -0.0750 0.234
H -3.9430 0.2455 1.0173 0.117
H -1.4468 1.8777 0.2623 0.424
H 1.2365 2.2479 -1.0614 0.223
H 0.8792 2.5896 0.6443 0.215
H 2.3235 1.7273 0.0276 0.234
N -1.0045 0.9810 -0.0463 -0.522
S -3.5218 -0.1035 -0.1978 -0.019
```

***

The most stable of them is <R>.

***

<P>
C6H9NS | ωB97M-V/def2-TZVPD

Output
Frontier orbital gap, eV: 9.3
HOMO energy, eV: -8.5
2S+1: 1

```
17
Properties=species:S:1:pos:R:3:nbo_charge:R:1
C -0.7375 0.5690 -1.6880 0.021
C -0.4898 0.6555 -0.1598 -0.369
C 0.1829 -0.9569 1.6383 -0.585
C 0.9897 -0.8357 0.3382 -0.002
C 2.3243 -1.0357 0.2168 -0.430
C -0.1532 -0.6311 -0.8482 -0.311
H -0.0700 0.7223 -3.3943 0.373
H -0.2861 2.4033 -2.6495 0.388
H -1.4881 0.1032 -2.1328 0.191
H 0.4753 1.0801 -0.3382 0.231
H -0.6737 -2.0012 1.4686 0.221
H 0.9679 -1.1007 2.5508 0.269
H 3.1101 -0.9697 -0.6147 0.230
H 3.0606 -0.9835 1.1589 0.187
H -0.8251 -1.3588 -0.5274 0.194
N 0.0561 1.3452 -2.5013 -0.836
S -1.0852 0.3811 1.5627 0.227
```

***

<Q>
C6H9NS | ωB97M-V/def2-TZVPD

Output
Frontier orbital gap, eV: 9.7
HOMO energy, eV: -9.0
2S+1: 1

```
17
Properties=species:S:1:pos:R:3:nbo_charge:R:1
C 0.9200 -0.2894 0.3121 -0.400
C -0.2466 -1.2608 -0.0162 -0.090
C -1.4501 -0.5054 0.6506 -0.409
C -1.1266 0.4541 -0.5693 -0.100
C 0.2958 1.0152 -0.2115 0.009
C 0.9492 2.2302 -0.1927 -0.405
H 2.7564 -1.8773 0.4408 0.134
H 0.8560 -0.2263 1.4460 0.226
H 0.1236 -2.3157 -0.0785 0.219
H -1.2690 -0.1115 1.6925 0.194
H -2.3348 -1.1084 0.6377 0.215
H -1.9190 1.1198 -0.9480 0.221
H -1.8034 -1.2584 -1.3205 0.335
H 0.4283 3.2065 -0.3736 0.206
H 2.0298 2.4084 0.1711 0.222
N -0.7687 -0.8232 -1.2870 -0.572
S 2.5591 -0.6579 -0.3537 -0.005
```

***

The most stable of them is <Q>.

***

<P>
C2H7N3S | ωB97M-V/def2-TZVPD

Output
Frontier orbital gap, eV: 8.6
HOMO energy, eV: -8.2
2S+1: 1

```
13
Properties=species:S:1:pos:R:3:nbo_charge:R:1
C 1.5937 -1.6122 0.0181 -0.633
C 0.6540 -0.4660 -0.1373 0.405
H 1.0677 -2.4729 0.2107 0.247
H 2.1011 -1.4215 0.9906 0.191
H 2.4118 -1.4808 -0.6659 0.221
H 2.3787 0.6594 0.6842 0.369
H 0.8885 2.6711 -0.6544 0.367
H 0.4849 2.3918 1.0648 0.370
H -1.7103 1.2445 -0.2646 0.117
N 1.3988 0.7390 -0.1355 -0.475
N 0.6739 2.0149 0.0118 -0.698
N -0.5052 -0.9630 -0.0616 -0.598
S -2.0051 -0.1036 0.0404 0.118
```

***

<Q>
C2H7N3S | ωB97M-V/def2-TZVPD

Output
Frontier orbital gap, eV: 9.0
SMILES string: CN/N=C/NS
HOMO energy, eV: -8.2
2S+1: 1

```
13
Properties=species:S:1:pos:R:3:nbo_charge:R:1
C 2.1735 -0.7240 0.0781 -0.418
C -0.9022 0.9440 -0.0194 0.238
H 1.9957 -0.8842 1.1573 0.197
H 3.1974 -0.3468 -0.0030 0.202
H 2.0633 -1.6973 -0.4276 0.177
H 1.3036 0.4042 -1.3749 0.345
H -0.5457 1.9859 0.0619 0.175
H -2.8016 1.4834 0.5171 0.404
H -2.4093 -1.4482 0.7969 0.105
N 1.2396 0.3060 -0.3719 -0.494
N -0.1000 -0.0697 -0.1838 -0.372
N -2.2504 0.7802 0.0005 -0.756
S -2.9640 -0.7333 -0.2311 0.197
```

***

The most stable of them is <Q>.